(1)
{
  "formula": "C30H25N5O10",
  "method": "ωB97M-V/def2-TZVPD",
  "symbols": ["C", "C", "C", "C", "C", "C", "N", "O", "O", "H", "H", "H", "H", "H", "C", "C", "C", "C", "C", "C", "N", "O", "O", "H", "H", "H", "H", "H", "C", "C", "C", "C", "C", "C", "N", "O", "O", "H", "H", "H", "H", "H", "C", "C", "C", "C", "C", "C", "N", "O", "O", "H", "H", "H", "H", "H", "C", "C", "C", "C", "C", "C", "N", "O", "O", "H", "H", "H", "H", "H"],
  "coordinates": [[-5.477, -1.957, 7.426], [-4.265, -2.587, 7.624], [-3.171, -2.375, 6.763], [-3.386, -1.620, 5.641], [-4.528, -0.903, 5.489], [-5.541, -1.063, 6.380], [-2.268, -1.454, 4.719], [-1.292, -2.231, 4.823], [-2.339, -0.601, 3.852], [-6.292, -2.170, 8.102], [-4.204, -3.310, 8.425], [-2.218, -2.821, 7.002], [-4.684, -0.196, 4.688], [-6.401, -0.413, 6.332], [-2.322, 1.642, -0.033], [-2.144, 1.442, -1.444], [-1.108, 0.701, -1.957], [-0.050, 0.285, -1.056], [-0.186, 0.542, 0.357], [-1.329, 1.217, 0.841], [1.108, -0.578, -1.575], [1.199, -1.007, -2.773], [2.003, -0.837, -0.764], [-3.271, 2.084, 0.234], [-2.829, 1.815, -2.192], [-0.873, 0.392, -2.965], [0.629, 0.319, 1.030], [-1.497, 1.285, 1.905], [-6.339, 3.324, 2.640], [-7.298, 3.822, 3.466], [-7.331, 3.457, 4.832], [-6.301, 2.757, 5.362], [-5.262, 2.278, 4.557], [-5.319, 2.571, 3.181], [-6.262, 2.653, 6.878], [-7.194, 2.913, 7.614], [-5.276, 2.000, 7.341], [-6.368, 3.219, 1.566], [-8.216, 4.370, 3.314], [-8.110, 3.890, 5.442], [-4.361, 1.905, 5.022], [-4.617, 2.207, 2.445], [3.772, -2.035, -5.446], [3.385, -0.758, -5.750], [3.912, -0.138, -6.877], [5.010, -0.692, -7.553], [5.448, -2.022, -7.220], [4.777, -2.663, -6.182], [5.744, 0.063, -8.636], [5.715, 1.275, -8.572], [6.454, -0.558, -9.383], [3.262, -2.564, -4.655], [2.582, -0.408, -5.119], [3.625, 0.884, -7.074], [6.312, -2.479, -7.680], [4.958, -3.678, -5.859], [6.240, -2.426, -2.191], [5.573, -1.263, -1.775], [5.696, -0.059, -2.445], [6.608, -0.047, -3.548], [7.270, -1.209, -3.989], [7.178, -2.340, -3.279], [6.628, 1.185, -4.446], [5.928, 2.106, -4.114], [7.341, 1.144, -5.354], [6.048, -3.353, -1.672], [4.799, -1.373, -1.031], [5.097, 0.796, -2.169], [7.768, -1.232, -4.948], [7.860, -3.127, -3.566]],
  "lowdin_spin": [0.00, 0.00, 0.00, 0.00, 0.00, 0.00, 0.00, 0.00, 0.00, 0.00, 0.00, 0.00, 0.00, 0.00, 0.00, 0.00, 0.00, 0.00, 0.00, 0.00, 0.00, 0.00, 0.00, 0.00, 0.00, 0.00, 0.00, 0.00, 0.00, 0.00, 0.00, 0.00, 0.00, 0.00, 0.00, 0.00, 0.00, 0.00, 0.00, 0.00, 0.00, 0.00, 0.00, 0.01, 0.01, 0.00, 0.01, 0.00, 0.00, 0.00, 0.00, 0.00, 0.00, 0.00, 0.00, 0.00, 0.30, 0.03, 0.11, 0.29, 0.02, 0.15, 0.02, 0.04, 0.00, 0.01, 0.00, 0.00, 0.00, 0.00],
  "total_charge": 1,
  "relative_energy_kj_mol": 9.54,
  "spin_multiplicity": 2
}

***

(2)
{
  "formula": "C30H25N5O15SV",
  "method": "ωB97M-V/def2-TZVPD",
  "symbols": ["O", "V", "S", "O", "O", "O", "O", "C", "C", "C", "C", "C", "C", "N", "O", "O", "H", "H", "H", "H", "H", "C", "C", "C", "C", "C", "C", "N", "O", "O", "H", "H", "H", "H", "H", "C", "C", "C", "C", "C", "C", "N", "O", "O", "H", "H", "H", "H", "H", "C", "C", "C", "C", "C", "C", "N", "O", "O", "H", "H", "H", "H", "H", "C", "C", "C", "C", "C", "C", "N", "O", "O", "H", "H", "H", "H", "H"],
  "coordinates": [[-1.104, -2.500, -0.315], [-1.148, -1.033, -0.931], [-3.484, -0.535, -2.166], [-2.844, 0.079, -0.955], [-2.428, -1.563, -2.407], [-4.758, -1.220, -1.926], [-3.763, 0.307, -3.280], [-4.828, 0.491, 5.236], [-4.284, 0.960, 4.066], [-3.907, 0.025, 3.006], [-4.060, -1.373, 3.239], [-4.780, -1.745, 4.330], [-5.092, -0.858, 5.328], [-3.687, -2.399, 2.266], [-3.120, -2.014, 1.252], [-4.083, -3.563, 2.412], [-5.199, 1.076, 6.064], [-4.137, 2.016, 3.894], [-3.410, 0.398, 2.123], [-5.021, -2.789, 4.467], [-5.695, -1.310, 6.101], [5.248, -0.794, 3.326], [5.129, -2.115, 2.833], [4.132, -2.401, 1.944], [3.271, -1.353, 1.411], [3.503, 0.001, 1.796], [4.547, 0.250, 2.692], [2.209, -1.684, 0.451], [1.576, -0.813, -0.105], [1.890, -2.803, 0.205], [6.014, -0.729, 4.084], [5.676, -2.956, 3.233], [3.867, -3.413, 1.675], [2.837, 0.801, 1.509], [4.697, 1.187, 3.209], [-2.585, 4.068, 3.880], [-1.580, 3.386, 4.553], [-0.952, 2.383, 3.860], [-1.247, 2.064, 2.508], [-2.186, 2.812, 1.854], [-2.851, 3.851, 2.549], [-0.474, 1.000, 1.884], [0.639, 0.753, 2.373], [-0.936, 0.384, 0.973], [-3.110, 4.878, 4.363], [-1.232, 3.560, 5.561], [-0.248, 1.690, 4.295], [-2.368, 2.591, 0.813], [-3.491, 4.482, 1.951], [3.216, -4.706, -5.602], [2.782, -4.971, -4.321], [2.029, -4.023, -3.630], [1.559, -2.869, -4.283], [1.980, -2.711, -5.656], [2.791, -3.602, -6.323], [0.634, -1.952, -3.607], [-0.049, -1.167, -4.229], [0.494, -2.019, -2.361], [3.792, -5.437, -6.151], [3.112, -5.844, -3.779], [1.781, -4.223, -2.598], [1.531, -1.865, -6.156], [2.976, -3.493, -7.381], [2.531, 4.078, -4.548], [2.097, 2.794, -4.737], [1.332, 2.171, -3.783], [0.944, 2.880, -2.625], [1.439, 4.157, -2.410], [2.292, 4.694, -3.332], [0.040, 2.223, -1.683], [-0.210, 0.994, -1.742], [-0.437, 2.853, -0.733], [3.037, 4.543, -5.381], [2.329, 2.312, -5.676], [1.029, 1.137, -3.857], [1.089, 4.835, -1.646], [2.713, 5.685, -3.252]],
  "lowdin_spin": [-0.19, 1.16, 0.00, 0.00, 0.00, 0.00, 0.00, 0.00, 0.00, 0.00, 0.00, 0.00, 0.00, 0.00, 0.00, 0.00, 0.00, 0.00, 0.00, 0.00, 0.00, 0.00, 0.00, 0.00, 0.00, 0.00, 0.00, 0.00, 0.01, 0.00, 0.00, 0.00, 0.00, 0.00, 0.00, 0.00, 0.00, 0.00, 0.00, 0.00, 0.00, 0.01, 0.00, 0.01, 0.00, 0.00, 0.00, 0.00, 0.00, 0.00, 0.00, 0.00, 0.00, 0.00, 0.00, 0.00, 0.01, 0.00, 0.00, 0.00, 0.00, 0.00, 0.00, 0.08, 0.00, 0.07, 0.02, 0.06, 0.00, 0.31, 0.17, 0.26, 0.01, 0.00, 0.01, 0.01, 0.00],
  "total_charge": -1,
  "e_tot_ev": -106188.155,
  "spin_multiplicity": 3
}

***

(3)
{
  "formula": "C30H26BN8PSn",
  "method": "ωB97M-V/def2-TZVPD",
  "symbols": ["Sn", "C", "C", "N", "N", "C", "B", "N", "C", "C", "C", "N", "N", "C", "C", "C", "N", "N", "C", "C", "C", "N", "H", "H", "H", "H", "H", "H", "H", "H", "H", "H", "H", "H", "C", "C", "C", "C", "C", "C", "P", "C", "C", "C", "C", "C", "C", "C", "C", "C", "C", "C", "C", "H", "H", "H", "H", "H", "H", "H", "H", "H", "H", "H", "H", "H", "H"],
  "coordinates": [[0.049, 0.030, -0.046], [0.311, 4.289, -0.317], [0.951, 3.077, -0.184], [0.030, 2.093, -0.150], [-1.207, 2.665, -0.241], [-1.044, 3.983, -0.365], [-2.501, 1.764, -0.252], [-2.462, 0.824, 1.030], [-3.455, 0.641, 1.903], [-3.061, -0.285, 2.863], [-1.783, -0.654, 2.511], [-1.412, 0.025, 1.404], [-2.372, 0.819, -1.493], [-3.110, 0.687, -2.595], [-2.603, -0.354, -3.369], [-1.521, -0.837, -2.673], [-1.377, -0.132, -1.530], [-3.731, 2.580, -0.219], [-4.067, 3.578, 0.666], [-5.413, 3.767, 0.591], [-5.854, 2.816, -0.359], [-4.860, 2.092, -0.820], [0.758, 5.266, -0.381], [2.003, 2.851, -0.117], [-1.892, 4.635, -0.492], [-4.385, 1.177, 1.795], [-3.635, -0.638, 3.702], [-1.115, -1.354, 2.985], [-3.985, 1.302, -2.727], [-2.994, -0.711, -4.305], [-0.851, -1.650, -2.902], [-3.336, 4.057, 1.297], [-6.003, 4.490, 1.126], [-6.858, 2.637, -0.712], [6.568, 1.488, -3.828], [5.826, 0.654, -4.661], [4.657, 0.083, -4.203], [4.237, 0.340, -2.884], [4.985, 1.198, -2.049], [6.150, 1.758, -2.524], [2.751, -0.337, -2.258], [1.875, -1.454, -3.309], [1.445, -0.998, -4.566], [0.795, -1.872, -5.419], [0.553, -3.184, -5.018], [0.959, -3.631, -3.763], [1.619, -2.772, -2.901], [2.923, -0.964, -0.590], [4.138, -1.531, -0.202], [4.281, -2.085, 1.067], [3.222, -2.077, 1.957], [2.004, -1.505, 1.594], [1.860, -0.954, 0.329], [7.484, 1.932, -4.196], [6.172, 0.444, -5.664], [4.092, -0.583, -4.841], [4.657, 1.404, -1.037], [6.740, 2.406, -1.890], [1.625, 0.025, -4.873], [0.479, -1.536, -6.397], [0.051, -3.865, -5.692], [0.780, -4.657, -3.470], [1.968, -3.133, -1.941], [4.969, -1.552, -0.894], [5.227, -2.527, 1.353], [3.333, -2.509, 2.943], [1.196, -1.496, 2.315]],
  "lowdin_spin": [0.02, 0.00, 0.00, 0.00, 0.00, 0.00, 0.00, 0.00, 0.00, 0.00, 0.00, 0.00, 0.00, 0.00, 0.00, 0.00, 0.00, 0.00, 0.00, 0.00, 0.00, 0.00, 0.00, 0.00, 0.00, 0.00, 0.00, 0.00, 0.00, 0.00, 0.00, 0.00, 0.00, 0.00, 0.09, 0.00, 0.05, 0.08, 0.05, 0.00, 0.38, 0.06, 0.04, 0.00, 0.05, 0.00, 0.04, 0.06, 0.02, 0.00, 0.02, 0.00, 0.02, 0.00, 0.00, 0.00, 0.00, 0.00, 0.00, 0.00, 0.00, 0.00, 0.00, 0.00, 0.00, 0.00, 0.00],
  "total_charge": 3,
  "relative_energy_kj_mol": 0.00,
  "spin_multiplicity": 2
}

***

(4)
{
  "formula": "C30H26Cl2N3O4RuS2",
  "method": "ωB97M-V/def2-TZVPD",
  "symbols": ["Ru", "C", "N", "C", "C", "C", "C", "C", "C", "C", "C", "H", "H", "H", "H", "H", "H", "H", "H", "H", "H", "H", "H", "O", "S", "O", "N", "C", "S", "C", "C", "C", "C", "C", "C", "H", "H", "H", "H", "Cl", "C", "C", "C", "C", "C", "Cl", "C", "N", "C", "C", "C", "C", "C", "C", "C", "C", "O", "O", "H", "H", "H", "H", "H", "H", "H", "H", "H", "H"],
  "coordinates": [[0.705, -0.754, -0.454], [-0.174, -4.076, -0.069], [0.665, -3.185, -0.869], [0.257, -3.273, -2.285], [2.082, -3.535, -0.715], [2.931, -2.480, -1.348], [4.134, -2.777, -1.968], [4.890, -1.765, -2.546], [4.452, -0.450, -2.499], [3.253, -0.135, -1.877], [2.495, -1.156, -1.320], [-0.113, -5.099, -0.455], [-1.207, -3.739, -0.115], [0.154, -4.080, 0.969], [0.423, -4.288, -2.666], [0.825, -2.575, -2.896], [-0.800, -3.038, -2.372], [2.292, -4.519, -1.151], [2.309, -3.575, 0.351], [4.474, -3.805, -2.004], [5.823, -2.008, -3.036], [5.033, 0.340, -2.955], [2.940, 0.895, -1.843], [1.156, 3.019, -1.339], [0.795, 2.252, -2.491], [1.761, 2.072, -3.524], [0.202, 0.731, -1.961], [-1.094, 0.626, -2.201], [-1.900, -0.695, -1.561], [-1.684, 1.723, -2.968], [-2.975, 1.831, -3.459], [-3.318, 2.989, -4.141], [-2.396, 4.015, -4.325], [-1.093, 3.901, -3.848], [-0.769, 2.744, -3.178], [-3.683, 1.027, -3.307], [-4.317, 3.102, -4.541], [-2.686, 4.911, -4.857], [-0.361, 4.684, -4.001], [0.332, 1.409, 1.317], [-1.367, 1.794, 1.400], [-1.843, 2.798, 0.575], [-3.204, 3.033, 0.492], [-4.085, 2.241, 1.210], [-3.596, 1.298, 2.095], [-4.696, 0.360, 3.038], [-2.220, 1.095, 2.278], [-1.770, 0.226, 3.248], [-0.608, 0.408, 4.005], [-0.365, 1.655, 4.585], [0.758, 1.864, 5.358], [1.652, 0.824, 5.575], [1.418, -0.411, 4.998], [0.301, -0.642, 4.203], [0.163, -1.961, 3.460], [0.322, -1.680, 1.973], [-0.688, -1.517, 1.241], [1.481, -1.560, 1.474], [-1.131, 3.381, 0.010], [-3.578, 3.818, -0.150], [-5.155, 2.372, 1.115], [-2.278, -0.636, 3.338], [-1.083, 2.452, 4.432], [0.933, 2.831, 5.810], [2.530, 0.977, 6.187], [2.132, -1.211, 5.154], [-0.801, -2.443, 3.631], [0.963, -2.627, 3.776]],
  "lowdin_spin": [3.05, 0.01, 0.13, 0.01, 0.01, 0.03, -0.01, 0.05, -0.01, 0.05, -0.05, 0.00, 0.00, 0.00, 0.00, 0.00, 0.00, 0.00, 0.00, 0.00, 0.00, 0.00, 0.00, 0.00, 0.01, 0.00, 0.04, 0.04, 0.26, 0.01, 0.01, 0.00, 0.00, 0.00, 0.01, 0.00, 0.00, 0.00, 0.00, 0.08, 0.00, 0.00, 0.00, 0.01, 0.00, 0.00, 0.00, 0.00, 0.00, 0.00, 0.00, 0.00, 0.00, 0.00, 0.00, 0.01, 0.13, 0.08, 0.00, 0.00, 0.00, 0.00, 0.00, 0.00, 0.00, 0.00, 0.00, 0.00],
  "total_charge": 1,
  "relative_energy_kj_mol": 39.48,
  "spin_multiplicity": 5
}

***

- Which formula does entry 1 have?
  C30H25N5O10

***

- Which formula does entry 3 have?
  C30H26BN8PSn